{
  "formula": "C27H31BF6N2O5RbS3Sb",
  "method": "ωB97M-V with the def2-TZVPD basis set",
  "s_squared": 0.75,
  "relative_energy_kcal_mol": 21.12,
  "spin_multiplicity": 2,
  "total_charge": -1,
  "e_tot_ev": -98408.5983,
  "e_homo_ev": [-5.620, -5.737],
  "orbital_gap_ev": [7.72, 7.68],
  "elements": ["Rb", "O", "C", "O", "C", "C", "C", "C", "C", "N", "H", "H", "H", "H", "C", "C", "C", "O", "B", "O", "C", "C", "C", "H", "H", "H", "H", "H", "H", "H", "H", "H", "H", "H", "H", "F", "Sb", "F", "F", "F", "F", "F", "O", "S", "C", "C", "C", "C", "C", "C", "C", "C", "C", "C", "C", "C", "H", "H", "H", "H", "H", "H", "H", "H", "H", "H", "S", "C", "N", "C", "C", "S", "H", "H", "H", "H", "H"],
  "positions_angstrom": [[-0.2756, 0.0009, -0.2832], [-0.9388, 1.4558, 2.7076], [-1.7174, 1.2839, 1.7565], [-2.2306, 0.2008, 1.3429], [-2.0672, 2.5091, 0.9198], [-2.9598, 3.4686, 1.3871], [-3.2664, 4.5372, 0.5636], [-2.6665, 4.6312, -0.6849], [-1.7710, 3.6404, -1.0560], [-1.4746, 2.5964, -0.2795], [-3.3971, 3.3645, 2.3724], [-3.9698, 5.2936, 0.8925], [-2.8798, 5.4521, -1.3584], [-1.2682, 3.6678, -2.0172], [-5.8036, -2.2119, -1.6997], [-4.6543, -1.4130, -1.1356], [-5.1323, -0.4053, -0.1098], [-3.7721, -2.3676, -0.4317], [-2.5037, -1.9693, -0.7059], [-2.3679, -1.0123, -1.6659], [-3.7108, -0.8042, -2.2313], [-3.8689, 0.6845, -2.4454], [-3.7189, -1.5487, -3.5498], [-6.3990, -2.6160, -0.8788], [-5.4548, -3.0403, -2.3146], [-6.4565, -1.5817, -2.3120], [-5.6605, -0.9358, 0.6857], [-5.8298, 0.2984, -0.5723], [-4.3072, 0.1440, 0.3435], [-3.7296, 1.2452, -1.5231], [-4.8643, 0.9072, -2.8439], [-3.1215, 1.0290, -3.1616], [-3.5820, -2.6222, -3.4074], [-2.8855, -1.1847, -4.1503], [-4.6544, -1.3849, -4.0924], [1.2962, -1.0396, -1.9704], [0.9451, -0.0486, -3.5508], [0.5256, 0.9178, -5.1032], [-0.2760, 1.0493, -2.5969], [2.2592, 1.2162, -3.1134], [-0.4058, -1.2862, -3.9417], [2.2337, -1.0524, -4.4631], [1.9750, 0.4346, 1.0697], [2.5997, 1.2961, -0.0004], [4.1584, 1.8746, 0.6571], [4.3757, 1.7207, 2.0150], [5.5664, 2.1965, 2.5508], [6.5132, 2.8024, 1.7305], [6.2813, 2.9208, 0.3640], [5.0980, 2.4443, -0.1854], [1.8188, 2.9185, 0.1223], [1.2235, 3.2710, 1.3192], [0.6865, 4.5486, 1.4305], [0.7577, 5.4380, 0.3640], [1.3463, 5.0484, -0.8376], [1.8722, 3.7712, -0.9697], [3.6223, 1.2303, 2.6204], [5.7539, 2.0914, 3.6127], [7.4377, 3.1729, 2.1550], [7.0246, 3.3762, -0.2781], [4.9092, 2.5141, -1.2514], [1.1179, 2.5452, 2.1169], [0.1902, 4.8328, 2.3508], [0.3262, 6.4282, 0.4549], [1.3747, 5.7293, -1.6802], [2.2915, 3.4275, -1.9098], [1.5300, -4.4588, 1.2725], [0.0841, -3.9638, 1.9141], [-0.3110, -2.7103, 2.1582], [-1.5157, -2.5161, 2.9643], [-2.3832, -3.7265, 2.6490], [-1.1928, -5.0701, 2.3916], [0.3300, -1.9535, 1.9808], [-1.9805, -1.5696, 2.6939], [-1.2476, -2.4970, 4.0247], [-2.9719, -3.5702, 1.7454], [-3.0471, -3.9571, 3.4800]],
  "atomic_forces_ev_per_a": [[0.2, -0.4, 0.4], [-0.2, -0.1, -0.2], [-0.3, -0.1, 0.4], [-0.4, 0.5, 0.7], [0.0, 0.1, -0.1], [0.0, 0.0, -0.1], [-0.1, 0.1, 0.0], [0.0, 0.0, 0.0], [0.0, -0.2, 0.1], [-0.4, 0.2, 0.2], [0.0, 0.0, 0.0], [0.0, 0.0, 0.0], [0.0, 0.0, 0.0], [0.0, 0.0, 0.0], [-0.3, -0.1, -0.1], [0.3, -0.2, -0.1], [-0.2, 0.1, 0.1], [0.0, 0.2, -0.2], [-0.3, -0.1, -0.2], [-0.5, -0.5, 0.3], [0.3, 0.1, 0.3], [-0.1, 0.2, -0.1], [-0.1, -0.1, -0.2], [0.0, 0.0, 0.0], [0.0, 0.0, 0.1], [0.1, 0.0, 0.1], [0.0, 0.0, 0.0], [0.0, 0.0, 0.0], [0.1, -0.1, 0.0], [0.0, 0.0, 0.0], [0.1, 0.0, 0.0], [0.0, -0.1, 0.0], [0.0, 0.0, 0.0], [0.0, 0.0, 0.0], [0.1, 0.0, 0.0], [0.5, -0.1, -0.2], [0.1, -0.2, -0.7], [-0.1, 0.2, -0.4], [-0.1, 0.3, -0.4], [0.5, 0.4, 0.2], [-0.3, -0.2, -0.1], [0.2, -0.2, -0.2], [0.8, 0.6, -0.2], [-0.2, -0.2, 0.4], [0.0, -0.2, 0.2], [0.3, 0.1, 0.0], [0.0, 0.0, 0.0], [-0.1, -0.1, 0.0], [0.0, 0.0, 0.0], [0.1, 0.1, 0.1], [0.1, -0.2, 0.0], [-0.1, 0.2, -0.1], [0.0, 0.0, 0.0], [0.1, -0.1, -0.1], [-0.1, 0.0, 0.1], [0.0, 0.0, 0.0], [0.0, 0.0, 0.0], [0.0, 0.0, 0.0], [0.0, 0.0, 0.0], [0.0, 0.0, 0.0], [0.0, 0.0, 0.0], [0.0, 0.0, 0.0], [0.0, 0.0, 0.0], [0.0, 0.0, 0.0], [0.0, 0.0, 0.0], [0.0, 0.0, 0.1], [-0.3, 0.1, 0.2], [0.2, 0.0, -0.1], [-0.1, 0.1, 0.0], [0.2, 0.0, -0.2], [-0.1, 0.2, 0.1], [-0.1, -0.3, 0.0], [0.1, 0.1, 0.1], [0.0, 0.0, -0.1], [0.0, 0.0, 0.0], [0.0, 0.0, 0.0], [0.0, -0.1, 0.0]]
}

{
  "formula": "C27H31Br2NO2Ru",
  "method": "ωB97M-V with the def2-TZVPD basis set",
  "s_squared": 0.76,
  "relative_energy_kcal_mol": 10.37,
  "spin_multiplicity": 2,
  "total_charge": -1,
  "e_tot_ev": -176756.5480,
  "e_homo_ev": [-3.487, -3.501],
  "orbital_gap_ev": [5.98, 5.99],
  "elements": ["Ru", "C", "C", "C", "C", "C", "C", "C", "C", "C", "C", "H", "H", "H", "H", "H", "H", "H", "H", "H", "H", "H", "H", "H", "H", "C", "C", "C", "C", "N", "H", "H", "H", "H", "H", "H", "H", "H", "H", "Br", "C", "C", "C", "C", "C", "C", "H", "H", "H", "H", "Br", "C", "C", "C", "C", "C", "C", "C", "O", "O", "H", "H", "H", "H"],
  "positions_angstrom": [[0.1370, -0.0786, 0.4758], [1.6566, 3.4884, -0.6101], [2.5207, 2.5208, 0.1996], [3.5866, 1.9288, -0.7213], [1.7224, 1.4558, 0.9554], [0.6840, 1.8912, 1.8025], [0.0086, 1.0262, 2.6348], [0.2844, -0.3673, 2.5288], [-0.5449, -1.3576, 3.3063], [1.5148, -0.7952, 1.9342], [2.2028, 0.1339, 1.1171], [2.2591, 4.3314, -0.9567], [0.8221, 3.8855, -0.0381], [1.2484, 2.9846, -1.4849], [3.0354, 3.1162, 0.9681], [3.1231, 1.2709, -1.4577], [4.3424, 1.3640, -0.1743], [4.0973, 2.7295, -1.2603], [0.4032, 2.9360, 1.7783], [-0.7999, 1.3769, 3.2651], [-0.1742, -1.4770, 4.3258], [-0.5285, -2.3290, 2.8144], [-1.5823, -1.0229, 3.3548], [1.8220, -1.8304, 1.9857], [3.0507, -0.2205, 0.5498], [-2.7705, -0.8220, -1.9620], [-2.6263, 0.4068, -1.0471], [-3.6094, 1.4660, -1.5807], [-3.0729, 0.0575, 0.3673], [-1.2166, 0.8305, -0.9680], [-3.8100, -1.1509, -2.0311], [-2.1715, -1.6459, -1.5795], [-2.4206, -0.5745, -2.9666], [-4.6268, 1.0740, -1.4953], [-3.4380, 1.7016, -2.6269], [-3.5473, 2.3840, -0.9914], [-4.1279, -0.2348, 0.3655], [-2.9473, 0.9258, 1.0165], [-2.4845, -0.7707, 0.7643], [1.8813, 3.0857, -5.7399], [0.8767, 2.3649, -4.2819], [-0.2287, 3.0503, -3.8116], [-0.9531, 2.5445, -2.7443], [-0.6086, 1.3310, -2.1082], [0.5231, 0.6650, -2.6380], [1.2602, 1.1734, -3.6954], [-0.5019, 3.9995, -4.2542], [-1.7499, 3.1475, -2.3382], [0.8108, -0.2768, -2.1874], [2.1230, 0.6338, -4.0657], [-3.4203, -6.6807, 0.3691], [-1.8659, -5.9615, -0.4665], [-1.1216, -6.7741, -1.3101], [0.0079, -6.2336, -1.9136], [0.3708, -4.9166, -1.6680], [-0.3812, -4.1233, -0.8222], [-1.5134, -4.6489, -0.2156], [0.0418, -2.6936, -0.5775], [1.0402, -2.2484, -1.1576], [-0.6841, -2.0345, 0.2376], [-1.4190, -7.7970, -1.4907], [0.5994, -6.8503, -2.5780], [1.2421, -4.4726, -2.1299], [-2.1015, -4.0183, 0.4382]],
  "atomic_forces_ev_per_a": [[-0.4, 0.8, 0.1], [0.0, -0.1, -0.1], [0.1, -0.1, -0.1], [0.0, 0.0, 0.1], [0.9, 0.4, -0.4], [-0.4, 0.1, 0.0], [-0.4, -0.2, 0.0], [0.3, -0.6, 0.9], [0.0, 0.1, -0.1], [-0.1, 0.4, -0.1], [0.1, -0.5, -0.1], [0.0, 0.0, 0.0], [-0.1, 0.0, 0.0], [0.0, 0.0, 0.0], [0.0, -0.1, 0.0], [0.0, 0.0, 0.0], [0.0, 0.0, 0.0], [0.0, 0.0, 0.0], [-0.1, 0.0, 0.0], [-0.1, 0.0, -0.1], [0.1, 0.0, 0.1], [0.0, 0.0, 0.0], [0.0, 0.0, 0.0], [0.0, 0.0, 0.0], [0.0, 0.1, 0.0], [0.1, 0.0, 0.1], [0.2, 0.1, -0.1], [0.1, 0.0, 0.2], [-0.2, -0.1, 0.0], [0.1, 0.1, -0.1], [-0.1, 0.0, 0.0], [0.0, 0.0, 0.0], [0.0, 0.0, 0.0], [0.0, 0.0, 0.0], [0.1, 0.0, -0.1], [0.0, 0.0, 0.0], [0.0, 0.0, 0.0], [0.0, 0.0, 0.0], [-0.1, 0.1, 0.0], [0.0, 0.0, 0.0], [0.0, 0.1, -0.1], [0.0, 0.0, 0.0], [-0.1, -0.1, 0.0], [0.1, -0.2, 0.1], [-0.1, 0.2, -0.1], [0.0, -0.1, 0.0], [0.0, 0.0, 0.0], [-0.1, 0.0, 0.0], [0.0, -0.1, 0.0], [0.0, 0.0, 0.0], [0.0, 0.0, 0.0], [0.0, -0.1, 0.0], [0.0, 0.2, 0.0], [-0.1, 0.0, 0.1], [0.2, -0.2, -0.2], [-0.1, 0.0, 0.1], [-0.2, 0.0, 0.1], [0.3, 0.3, -0.1], [-0.2, -0.4, 0.0], [0.0, 0.0, -0.1], [0.0, 0.0, 0.0], [0.0, 0.0, 0.0], [0.0, 0.0, 0.0], [0.0, 0.0, 0.0]]
}